1.
This record from the Open Molecules 2025 dataset describes a cluster of 19 separate species, CH37O21 in total. The level of theory is wB97M-V/def2-TZVPD.

Atoms and positions in Å:
C (0.28308, 0.16186, 0.70466)
O (0.64519, 1.36163, 0.77257)
O (-0.61485, -0.32898, -0.19240)
O (0.77560, -0.69418, 1.43668)
H (-1.15711, 0.28207, -0.56212)
O (-0.22384, 0.53891, -3.53400)
H (0.66380, 0.74210, -3.88305)
H (-0.44813, 1.24612, -2.90170)
O (-2.71348, 1.94507, 0.14416)
H (-2.80288, 2.72773, 0.70835)
H (-2.22558, 2.21170, -0.65445)
O (2.53067, -2.76713, 2.72991)
H (3.29213, -2.17760, 2.82650)
H (1.89261, -2.29087, 2.22259)
O (1.38695, -1.51117, -2.10129)
H (0.98288, -0.60505, -2.12572)
H (1.45575, -1.76006, -3.03685)
O (3.06992, 4.19880, 1.01169)
H (3.38696, 4.30147, 1.92733)
H (2.22960, 3.78822, 1.17991)
O (-1.04895, 2.80201, -2.02288)
H (-1.50168, 3.35899, -2.56366)
H (-0.45084, 3.44896, -1.55955)
O (1.85312, -3.68555, -0.30262)
H (1.62482, -3.82916, -1.22053)
H (1.72699, -2.73572, -0.27682)
O (0.58750, 3.71678, 1.70786)
H (0.64309, 2.79697, 1.37309)
H (-0.30050, 3.77166, 1.91060)
O (1.75790, 1.63436, -1.75243)
H (1.23259, 1.47622, -0.94903)
H (2.63295, 1.93017, -1.51044)
O (3.02134, -0.87351, 0.15865)
H (2.16582, -0.65113, 0.47993)
H (3.00929, -0.71218, -0.76349)
O (2.65337, 0.76491, 2.78822)
H (3.36392, 0.90596, 2.15141)
H (1.90245, 0.47522, 2.24538)
O (-3.77599, 0.02870, -1.67789)
H (-3.58392, 0.69747, -1.02331)
H (-4.19257, 0.54016, -2.33369)
O (-3.59645, -2.19577, -0.34392)
H (-3.82723, -1.31076, -0.61845)
H (-2.72269, -2.27088, -0.71905)
O (0.29207, -1.14627, 4.04414)
H (1.13147, -1.15375, 4.52956)
H (0.44126, -0.81625, 3.15190)
O (-2.13011, -1.50207, -3.04883)
H (-2.73823, -0.91390, -2.57757)
H (-1.45429, -0.90235, -3.41557)
O (-1.01125, -3.49663, -1.32896)
H (-0.90715, -2.72342, -1.80607)
H (-0.62460, -3.41621, -0.46303)
O (-0.64836, -2.82591, 1.38965)
H (-1.51585, -2.70102, 1.79879)
H (-0.23293, -1.94187, 1.35916)
O (-2.21948, 0.31855, 2.26734)
H (-1.88962, 1.02958, 2.84393)
H (-2.07656, 0.73696, 1.40542)

Summary:
* total charge: -1
* orbital gap: 7.808 eV
* energy relative to the best compared isomer or geometry (same formula, charge and spin): 26.5 kcal per mole
* highest occupied orbital energy: -0.247 Ha



2.
This record from the Open Molecules 2025 dataset describes the ion C12H14NO2 with charge +1. The level of theory is wB97M-V/def2-TZVPD.

Atoms and positions in Å:
C (1.80500, -0.31667, 0.90696)
C (1.12313, -0.52896, -0.40294)
C (-0.30492, -0.24147, -0.34086)
O (-0.90939, -0.81207, -1.51421)
C (-1.21918, 0.38934, 0.55939)
C (-2.57437, -0.05152, 0.62237)
C (-3.50921, 0.54836, 1.37295)
C (-3.32368, 1.73042, 2.11047)
C (-2.06715, 2.24669, 2.18389)
C (-0.97642, 1.53372, 1.35868)
C (0.06427, 2.32017, 1.73475)
O (0.95563, 2.92233, 2.15881)
N (1.74047, -0.93417, -1.48490)
C (1.15803, -1.61616, -2.68515)
C (3.22733, -1.22569, -1.50488)
H (1.01025, -0.17061, 1.56430)
H (2.58114, 0.45630, 0.82962)
H (2.18317, -1.22625, 1.24682)
H (-1.52336, -0.14021, -1.79203)
H (-2.83775, -0.98120, 0.04605)
H (-4.52947, 0.14070, 1.35236)
H (-4.06795, 2.14657, 2.81853)
H (-1.66069, 3.03833, 2.74510)
H (0.47578, -2.49191, -2.66850)
H (0.68790, -0.93210, -3.33054)
H (1.95127, -1.96796, -3.32315)
H (3.50561, -2.28260, -1.66318)
H (3.42995, -0.70738, -2.34200)
H (3.60459, -0.84600, -0.55867)

Summary:
* total charge: +1
* orbital gap (spin up / spin down): 6.217 / 6.215 eV
* energy relative to the best compared isomer or geometry (same formula, charge and spin): 38.7 kcal per mole
* highest occupied orbital energy (spin up / spin down): -0.404 / -0.403 Ha



3.
This record from the Open Molecules 2025 dataset describes a structure of composition C25H51Br2K2NaO13S5. The level of theory is wB97M-V/def2-TZVPD.

Atoms and positions in Å:
K (1.66801, 2.50462, 1.81049)
K (1.12843, 2.20834, -1.72339)
Na (1.74997, -0.36662, 0.25663)
O (0.68785, -0.25998, 2.24524)
C (-0.62978, 0.22825, 2.24925)
C (-1.12785, 0.68624, 0.83873)
O (-0.21356, 1.39396, 0.17327)
H (-0.90953, 1.02220, 2.99625)
H (-1.33528, -0.57841, 2.48645)
H (-2.11995, 1.19701, 0.90077)
H (-1.44653, -0.22673, 0.26925)
C (4.19871, 1.93143, -0.74198)
O (3.02840, 1.39528, -0.07387)
H (4.91576, 1.15010, -1.06070)
H (3.95949, 2.65086, -1.55055)
H (4.71737, 2.57698, -0.03729)
C (-4.63159, 0.91371, -0.55870)
C (-6.13492, 0.96927, -1.00071)
C (-6.16285, 0.47908, -2.40685)
S (-4.70289, 1.26431, -3.25827)
O (-5.15647, 2.57014, -3.72235)
O (-3.96483, 0.42581, -4.17953)
C (-3.72119, 1.37374, -1.67251)
H (-4.47662, -0.15320, -0.31443)
H (-4.37580, 1.42165, 0.37679)
H (-6.58830, 1.93976, -0.91386)
H (-6.66847, 0.27515, -0.32048)
H (-6.95691, 0.65325, -3.14617)
H (-5.89040, -0.55858, -2.52874)
H (-3.38323, 2.34584, -1.52214)
H (-2.90124, 0.72786, -1.87392)
C (1.75109, 0.74337, 7.55517)
C (1.27042, -0.08452, 6.38474)
C (0.82281, 0.81417, 5.24118)
S (2.13228, 2.01583, 5.18026)
O (1.53239, 3.35189, 4.93577)
O (3.22079, 1.53253, 4.33387)
C (2.64436, 1.90015, 6.89847)
H (2.31196, 0.31633, 8.31339)
H (0.90442, 1.26359, 7.99977)
H (0.47783, -0.82152, 6.65602)
H (2.11749, -0.71908, 6.05917)
H (-0.06575, 1.40215, 5.41355)
H (0.89328, 0.25185, 4.31061)
H (2.51070, 2.86754, 7.37797)
H (3.74394, 1.49691, 6.71772)
C (4.62285, -0.77958, 2.40021)
C (5.28667, -1.02559, 1.09649)
C (5.27748, -2.50634, 0.79389)
S (3.56309, -2.87994, 1.07532)
O (3.24914, -4.20601, 1.56134)
O (2.83484, -2.32983, -0.06837)
C (3.37217, -1.68749, 2.46720)
H (4.40528, 0.24369, 2.45564)
H (5.29344, -0.90138, 3.26822)
H (6.30071, -0.69266, 1.10152)
H (4.79538, -0.52791, 0.37566)
H (5.91389, -3.09548, 1.40564)
H (5.58486, -2.79766, -0.19982)
H (3.46194, -2.30257, 3.35568)
H (2.40029, -1.15709, 2.33962)
C (-0.66267, -2.69229, -1.34244)
C (-1.74274, -1.87472, -2.18513)
C (-1.10270, -0.57117, -2.68723)
S (0.55938, -1.16609, -3.10954)
O (1.50333, -0.28029, -2.49889)
O (0.62562, -1.32467, -4.56359)
C (0.46763, -2.75368, -2.30182)
H (-1.00931, -3.72904, -1.09662)
H (-0.48916, -2.17080, -0.46581)
H (-2.56895, -1.56968, -1.60183)
H (-1.98849, -2.53164, -3.02004)
H (-0.99379, 0.11388, -1.87231)
H (-1.57167, -0.23532, -3.63294)
H (1.43558, -2.95563, -1.87902)
H (0.21403, -3.35318, -3.14380)
C (-3.19900, 2.88418, -6.74545)
C (-2.55253, 1.57190, -7.31706)
C (-1.53671, 1.18808, -6.22068)
S (-0.74572, 2.63734, -5.64180)
O (0.57323, 2.70334, -6.16426)
O (-0.95736, 2.84346, -4.20800)
C (-1.91083, 3.72518, -6.54578)
H (-3.80601, 2.75379, -5.87259)
H (-3.89773, 3.28590, -7.46980)
H (-2.00128, 1.74152, -8.27599)
H (-3.21169, 0.74436, -7.41911)
H (-0.72912, 0.54441, -6.54913)
H (-2.00668, 0.69035, -5.38610)
H (-1.30534, 3.98074, -7.44935)
H (-1.96535, 4.63757, -5.88719)
Br (-1.24443, -4.48560, 5.69667)
C (-0.59125, -4.04270, 3.97711)
C (0.80018, -3.42530, 4.15299)
Br (2.25865, -4.57654, 4.78268)
H (-1.30890, -3.46977, 3.45575)
H (-0.45277, -5.01207, 3.41990)
H (0.83611, -2.73397, 5.05085)
H (1.09268, -2.93852, 3.21476)

Summary:
* orbital gap: 7.249 eV
* highest occupied orbital energy: -0.263 Ha



4.
This record from the Open Molecules 2025 dataset describes a cluster of 2 separate species, C4H5NO in total. The level of theory is wB97M-V/def2-TZVPD.

Atoms and positions in Å:
O (0.96992, -1.00903, 2.03726)
C (0.46801, -0.85327, 0.97696)
C (0.84378, -0.49064, -0.45483)
C (-0.29986, 0.42808, -0.81676)
N (-1.47451, 0.23461, 0.07062)
C (-0.67441, 1.25960, 0.29376)
H (1.81232, 0.00442, -0.55116)
H (0.87131, -1.44176, -1.01165)
H (-0.53530, 0.61771, -1.86096)
H (-0.96075, -0.95790, 0.77005)
H (-0.95725, 2.25662, 0.55129)

Summary:
* orbital gap: 8.297 eV
* energy relative to the best compared isomer or geometry (same formula, charge and spin): 115.3 kcal per mole
* highest occupied orbital energy: -0.306 Ha



5.
This record from the Open Molecules 2025 dataset describes a cluster of 2 separate species, C5H4N2O4S in total. The level of theory is wB97M-V/def2-TZVPD.

Atoms and positions in Å:
O (-1.03209, -0.95179, 2.42674)
C (-0.13901, -0.26392, 1.99652)
C (-0.13366, 0.95743, 1.17088)
C (0.54349, 1.15780, -0.04867)
C (1.33662, 0.07691, -0.55654)
S (1.30574, -1.29166, 0.27953)
N (2.24669, 0.37303, -1.68384)
O (1.70458, 1.10837, -2.45909)
O (3.30442, -0.19483, -1.79764)
H (0.96279, -0.26450, 2.42930)
H (-0.58869, 1.80899, 1.51975)
H (0.49088, 2.12466, -0.51046)
C (-2.51236, -1.33767, -0.07690)
N (-2.50207, -1.17696, -1.23674)
O (-2.66308, -0.89892, -2.38549)
H (-2.32422, -1.22696, 0.93263)

Summary:
* orbital gap: 7.518 eV
* energy relative to the best compared isomer or geometry (same formula, charge and spin): 68.8 kcal per mole
* highest occupied orbital energy: -0.365 Ha